Entry 1:
Density functional theory data (ωB97M-V with the def2-TZVPD basis set) for C22H38Br21FNO as an isolated structure.

Structure (XYZ):
```
84
Properties=species:S:1:pos:R:3
C -2.01886 1.04985 2.29223
O -1.27850 -0.05201 1.78389
C -0.04990 0.39652 1.20967
C -0.07483 0.34520 -0.35563
C 1.36441 0.38844 -0.98491
C 1.56104 1.55160 -2.05440
C 2.89145 2.31381 -1.72985
C 2.71402 3.67546 -0.97428
C 1.71127 3.64231 0.22792
C 0.83561 4.95790 0.15948
C -0.56336 4.78777 0.87116
C -1.73015 4.98872 -0.16324
C -1.73599 3.82082 -1.21569
C -1.78158 4.31342 -2.70370
N -0.48411 4.69873 -3.24063
C -0.05769 3.76428 -4.26530
C -0.94202 3.79650 -5.56314
F -1.22574 2.45522 -5.99046
H -1.42047 1.68228 2.98436
H -2.88174 0.65066 2.86729
H -2.42272 1.67696 1.46617
H 0.81136 -0.24098 1.52154
H 0.15944 1.41268 1.60036
H -0.56525 -0.59758 -0.68475
H -0.71056 1.17490 -0.72164
H 2.08136 0.54841 -0.14848
H 1.58308 -0.58371 -1.46949
H 1.60175 1.08519 -3.05939
H 0.67078 2.21553 -2.03538
H 3.61562 1.62390 -1.24805
H 3.35678 2.56245 -2.72254
H 2.47318 4.51155 -1.66209
H 3.71998 3.95072 -0.53727
H 0.98938 2.80431 0.20125
H 2.21799 3.58970 1.22155
H 0.59763 5.19280 -0.90511
H 1.42373 5.78437 0.61855
H -0.68887 3.76841 1.30108
H -0.68076 5.53742 1.68601
H -1.68064 5.99612 -0.61771
H -2.67552 4.90317 0.42042
H -0.85862 3.17599 -1.00044
H -2.65463 3.20430 -1.03425
H -2.44211 5.22114 -2.72977
H -2.29874 3.51254 -3.30696
H 0.98424 4.04932 -4.55093
H -0.00878 2.69487 -3.92549
H -0.40012 4.26845 -6.40560
H -1.93267 4.25017 -5.37136
C 3.94580 -0.35422 3.65677
Br 3.34038 -1.70702 2.41281
Br 3.54765 1.42455 3.01165
Br 3.24333 -0.64912 5.43635
H 5.02368 -0.43827 3.72344
C 6.86182 -3.38979 6.19691
Br 5.80354 -3.04506 4.61520
Br 7.99615 -1.88597 6.64121
Br 5.75735 -3.92359 7.69341
H 7.51378 -4.22366 5.96911
C 0.59321 -4.94809 0.74721
Br 0.02199 -3.13398 1.09993
Br 2.49044 -5.18520 1.06560
Br -0.46325 -6.23992 1.73010
H 0.42352 -5.13554 -0.30582
C 6.91415 3.08193 -1.30482
Br 5.84322 3.44256 -2.87283
Br 8.01690 4.60340 -0.83593
Br 5.82899 2.48712 0.18295
H 7.58466 2.26755 -1.54787
C -4.50357 -5.10488 1.98703
Br -6.33560 -4.72110 2.48691
Br -4.41283 -6.34719 0.50544
Br -3.50111 -3.49243 1.63235
H -4.03783 -5.58931 2.83640
C -8.96724 -7.23071 0.48967
Br -7.81589 -8.48802 1.40187
Br -8.36626 -6.89489 -1.31805
Br -10.82016 -7.78753 0.54095
H -8.90115 -6.29220 1.02670
C -4.73869 -10.21682 -1.53030
Br -3.57777 -11.46812 -0.61865
Br -4.13908 -9.86557 -3.33586
Br -6.58519 -10.78958 -1.48628
H -4.68413 -9.27990 -0.98858
```

- HOMO level: -1.97 eV
- Orbital gap: 0.1055 Eh
- Lowest unoccupied orbital energy: 0.8996 eV
- Total energy: -1500573.0223 eV
- Charge: -1

Entry 2:
Density functional theory data (ωB97M-V with the def2-TZVPD basis set) for C22H38CaF4N2O7P2S4 as an isolated structure.

Structure (XYZ):
```
80
Properties=species:S:1:pos:R:3
Ca -0.78762 0.55612 0.18127
C 0.41710 -0.78456 -4.07421
C 1.57294 -1.71982 -3.70229
S 1.18128 -2.84189 -2.33258
C 2.86180 -3.25153 -1.77286
C 2.85330 -3.96619 -0.41739
S 2.02196 -3.10596 0.94575
C 3.33553 -2.28434 1.87305
C 3.51389 -0.31202 0.15947
S 2.16452 1.98722 -0.60859
C 2.77271 1.31927 -2.18674
C 1.78301 1.57787 -3.32757
S 0.17898 0.75348 -3.14141
H -0.54567 -1.29213 -3.97555
H 0.51840 -0.51706 -5.12762
H 2.46968 -1.15108 -3.44748
H 1.82456 -2.29955 -4.59262
H 3.46001 -2.33966 -1.71650
H 3.35142 -3.90668 -2.49719
H 3.88026 -4.19043 -0.12500
H 2.33793 -4.92315 -0.51757
H 4.05657 -3.01363 2.24705
H 2.82662 -1.87149 2.74661
H 2.97121 -0.97988 -0.50759
H 4.33064 0.16075 -0.38878
H 2.89769 0.24986 -2.07248
H 3.74149 1.76853 -2.40905
H 2.25163 1.25265 -4.25957
H 1.58853 2.64553 -3.44003
C -1.54383 -2.56075 2.15806
C -1.24020 -1.29986 2.94899
N -1.83008 -0.08830 2.36151
C -3.27989 -0.18486 2.11204
C -4.15748 -0.36942 3.34484
C -1.48339 1.10641 3.15067
C 0.02479 1.38324 3.25316
N 0.65616 1.26575 1.95795
C 1.93652 0.96855 1.86237
C 2.46623 0.71188 0.49598
F 1.01587 -0.46617 -0.26975
C 4.17412 -1.17322 1.22674
F 5.16945 -1.84912 0.47783
C 4.89275 -0.36155 2.24824
C 4.28042 0.61615 2.91807
F 5.00079 1.27838 3.84604
C 2.92186 1.08478 2.83785
F 2.57666 1.84373 3.91934
H -0.91776 -3.37786 2.51637
H -1.32246 -2.42734 1.09568
H -2.58550 -2.86829 2.25516
H -0.15924 -1.14934 2.97830
H -1.56566 -1.41954 3.99304
H -3.45007 -0.99029 1.39851
H -3.57634 0.72983 1.59147
H -3.90694 -1.28189 3.88982
H -5.20163 -0.44626 3.03961
H -4.07513 0.47179 4.03405
H -1.84784 1.00864 4.18317
H -2.00379 1.95936 2.70195
H 0.46598 0.69204 3.98239
H 0.12858 2.38029 3.69454
H 5.94427 -0.55086 2.40981
C -3.27609 2.55178 -3.53351
C -3.67585 2.15156 -2.11385
O -5.01953 2.60087 -1.85611
P -2.68582 3.10915 -0.91550
O -3.55507 3.08248 0.40857
O -2.78602 4.62840 -1.36981
O -1.29795 2.67467 -0.64163
P -3.68509 0.29028 -1.83078
O -3.70906 -0.32676 -3.32056
O -4.99201 0.06119 -1.15190
O -2.38884 -0.13755 -1.22347
H -3.49658 3.60842 -3.69237
H -3.84766 1.97282 -4.25471
H -2.21642 2.35788 -3.71495
H -5.47192 1.79812 -1.52236
H -4.49387 3.16444 0.18203
H -2.14471 4.88748 -2.03692
H -4.59511 -0.63141 -3.53846
```

- HOMO level: -6.97 eV
- Orbital gap: 0.2415 Eh
- Lowest unoccupied orbital energy: -0.4012 eV
- Total energy: -131978.9389 eV

Entry 3:
Density functional theory data (ωB97M-V with the def2-TZVPD basis set) for a 9-piece molecular cluster, C22H38Cl10F8O4 overall.

Structure (XYZ):
```
82
Properties=species:S:1:pos:R:3
F -25.44893 -13.83178 -2.28016
C -24.98271 -14.88430 -2.97314
F -24.43690 -14.43515 -4.10563
C -24.20295 -15.93544 -2.14696
F -24.94508 -16.46043 -1.11497
F -23.18461 -15.30015 -1.56981
C -23.70487 -17.18595 -2.95909
O -22.74835 -16.92779 -3.97474
C -21.53920 -17.67141 -3.87861
F -20.88410 -17.16360 -2.80168
F -21.73582 -18.97992 -3.74310
C -20.66067 -17.42427 -5.15778
F -19.46603 -18.10111 -5.13331
F -21.24396 -17.87085 -6.24778
H -25.89271 -15.39874 -3.28195
H -24.56451 -17.68649 -3.40470
H -23.38342 -17.87450 -2.17763
H -20.45631 -16.35360 -5.15502
C -7.38823 -13.61584 1.45895
C -8.84714 -13.44195 1.58686
C -9.39067 -14.78483 2.21240
O -8.45705 -15.73054 1.61787
C -7.23937 -15.16394 1.25434
H -6.82338 -13.33355 2.34741
H -7.00779 -13.05863 0.60286
H -9.34187 -13.30915 0.62472
H -9.20168 -12.56841 2.13397
H -10.43891 -14.99112 1.99625
H -9.26498 -14.78912 3.29512
H -7.01692 -15.44269 0.22434
H -6.36629 -15.51393 1.80509
C -13.75562 -15.85649 -2.90224
C -12.64602 -16.29867 -3.81640
C -11.85202 -17.27635 -2.90325
O -12.78504 -17.80468 -1.96265
C -14.04764 -17.14191 -2.18187
H -14.59551 -15.38506 -3.41257
H -13.36709 -15.02836 -2.30950
H -12.06283 -15.43398 -4.13310
H -12.98430 -16.83092 -4.70543
H -11.05472 -16.73073 -2.39857
H -11.40706 -18.06123 -3.51487
H -14.55252 -16.84857 -1.26146
H -14.75265 -17.70654 -2.79199
C -12.38292 -8.19123 -2.68356
C -12.68872 -6.75173 -2.99348
C -12.96011 -6.70789 -4.49700
O -13.47218 -8.01424 -4.72233
C -13.26239 -8.92872 -3.65321
H -12.53661 -8.41540 -1.62799
H -11.32365 -8.33092 -2.89926
H -11.83775 -6.14199 -2.68990
H -13.55993 -6.36022 -2.46832
H -12.01280 -6.67415 -5.03511
H -13.72096 -5.95461 -4.70139
H -12.72300 -9.81729 -3.98123
H -14.20177 -9.16750 -3.15457
Cl -13.06010 -24.14757 -3.90794
C -13.97685 -22.76211 -4.61144
Cl -13.66492 -22.63864 -6.38254
H -15.02271 -22.94524 -4.36502
H -13.56728 -21.86465 -4.14783
Cl -5.67070 -13.13861 -4.82510
C -6.41828 -14.36866 -5.82915
Cl -6.22903 -15.99342 -5.06823
H -7.47963 -14.19327 -6.00482
H -5.95478 -14.39562 -6.81533
Cl -15.97937 -13.43598 3.26896
C -17.19017 -14.63679 3.77388
Cl -17.46583 -14.66370 5.53057
H -18.15979 -14.42012 3.32555
H -16.87615 -15.62305 3.43214
Cl -11.12518 -16.30639 -9.65072
C -12.56142 -15.98310 -10.66798
Cl -13.68684 -17.35788 -10.53565
H -13.04753 -15.02948 -10.46206
H -12.23537 -15.97945 -11.70806
Cl -18.91389 -19.90382 1.93404
C -18.22975 -21.51968 1.79904
Cl -17.55146 -21.77243 0.15799
H -17.52321 -21.72183 2.60404
H -18.99497 -22.29083 1.88777
```

- HOMO level: -9.42 eV
- Orbital gap: 0.3523 Eh
- Lowest unoccupied orbital energy: 0.1687 eV
- Total energy: -178581.1479 eV
- SMILES: FC(F)C(F)(F)COC(F)(F)C(F)F.C1CCOC1.C1CCOC1.C1CCOC1.ClCCl.ClCCl.ClCCl.ClCCl.ClCCl

The lowest HOMO level belongs to which entry? C22H38Cl10F8O4

Among the records above, which one has the highest orbital gap? C22H38Cl10F8O4

Among the records above, which one has the lowest lowest unoccupied orbital energy? C22H38CaF4N2O7P2S4